44
Properties=species:S:1:pos:R:3:mulliken_charge:R:1 method="wB97M-V/def2-TZVPD" smiles="Fc1ccc(N2CCN(C(=S)NC[C@@H]3CCCO3)CC2)cc1" homo_lumo_gap_ev=8.46 lumo_ev=0.7
F 8.183 -0.369 0.548 -0.334
C 6.853 -0.232 0.338 0.308
C 6.264 1.006 0.500 -0.764
C 4.904 1.140 0.291 -0.210
C 4.121 0.046 -0.089 0.306
N 2.765 0.164 -0.369 0.215
C 1.833 -0.788 0.195 -0.646
C 0.609 -0.914 -0.721 -0.756
N -0.014 0.386 -0.860 0.116
C -1.048 0.822 -0.094 0.581
S -1.354 2.441 0.108 -0.418
N -1.824 -0.115 0.515 -0.088
C -3.091 0.235 1.113 -1.434
C -4.222 0.165 0.077 0.489
C -5.593 0.527 0.669 -0.787
C -6.513 -0.550 0.096 -0.536
C -5.550 -1.727 -0.032 -0.487
O -4.320 -1.163 -0.438 -0.434
C 0.924 1.334 -1.421 -1.616
C 2.162 1.470 -0.528 -0.558
C 4.755 -1.192 -0.251 -0.249
C 6.110 -1.337 -0.035 -0.699
H 6.864 1.852 0.796 0.419
H 4.453 2.106 0.445 0.382
H 2.310 -1.759 0.316 0.502
H 1.487 -0.446 1.186 0.205
H -0.078 -1.654 -0.313 0.334
H 0.929 -1.241 -1.715 0.304
H -1.853 -1.032 0.089 0.321
H -3.287 -0.473 1.923 0.367
H -3.017 1.248 1.514 0.396
H -3.958 0.817 -0.765 0.295
H -5.896 1.534 0.397 0.372
H -5.555 0.455 1.757 0.330
H -7.362 -0.773 0.737 0.353
H -6.874 -0.257 -0.890 0.270
H -5.844 -2.459 -0.786 0.300
H -5.433 -2.238 0.935 0.273
H 0.431 2.301 -1.522 0.469
H 1.223 0.968 -2.407 0.390
H 2.869 2.140 -1.017 0.613
H 1.857 1.904 0.437 0.319
H 4.186 -2.051 -0.571 0.371
H 6.594 -2.292 -0.163 0.412

=====

82
Properties=species:S:1:pos:R:3:mulliken_charge:R:1 method="wB97M-V/def2-TZVPD" homo_lumo_gap_ev=5.29 lumo_ev=0.1
Sr 1.813 -0.427 2.217 2.300
C -2.015 1.826 -5.767 -0.315
C -2.578 2.019 -4.567 -0.285
C -3.793 1.388 -3.962 -0.397
C -4.292 0.068 -4.596 -0.920
C -3.263 -1.027 -4.565 -0.240
C -2.269 -1.268 -5.430 -0.446
C -1.888 -0.543 -6.689 -0.512
C -2.436 0.893 -6.867 -0.862
C 2.813 -2.189 2.989 -2.212
H -1.108 2.409 -5.988 0.299
H -2.100 2.763 -3.918 0.501
H -4.624 2.113 -3.957 0.358
H -3.571 1.195 -2.898 0.051
H -5.168 -0.264 -4.009 0.401
H -4.661 0.256 -5.609 0.337
H -3.338 -1.701 -3.701 0.348
H -1.631 -2.133 -5.216 0.363
H -2.180 -1.145 -7.565 0.332
H -0.787 -0.498 -6.722 0.308
H -2.034 1.276 -7.822 0.370
H -3.524 0.864 -6.987 0.307
H 3.842 -1.846 2.940 0.300
H 2.601 -3.046 2.388 0.635
H 2.422 -2.249 3.997 0.345
P -0.108 -2.065 1.185 -0.880
P 0.109 1.246 1.160 -1.452
N 0.528 -3.126 0.052 0.668
N -0.906 -3.047 2.277 0.679
N 0.631 1.652 -0.387 0.664
N -0.094 2.617 2.064 0.936
C -1.334 -1.024 0.363 -1.156
C -1.474 0.406 0.965 -0.721
C 1.825 -3.099 -0.510 -0.476
C 1.841 -4.005 -1.542 -0.552
C 0.534 -4.598 -1.629 -0.770
C -0.251 -4.042 -0.651 -0.343
C -0.293 -3.947 3.185 -0.454
C -1.257 -4.387 4.053 -0.580
C -2.492 -3.734 3.710 -0.687
C -2.250 -2.914 2.641 -0.304
C 1.985 1.690 -0.822 -0.459
C 1.989 2.148 -2.116 -0.835
C 0.630 2.391 -2.504 -0.360
C -0.176 2.080 -1.434 -0.405
C -0.734 3.765 1.610 -0.140
C -0.928 4.592 2.687 -0.684
C -0.404 3.939 3.852 -0.427
C 0.106 2.727 3.459 -0.856
H -2.281 -1.567 0.387 0.718
H -0.997 -0.959 -0.680 0.411
H -2.097 1.050 0.341 0.618
H -1.916 0.373 1.977 0.377
H 2.581 -2.433 -0.095 0.372
H 2.697 -4.232 -2.172 0.440
H 0.216 -5.362 -2.334 0.434
H -1.278 -4.205 -0.350 0.483
H 0.766 -4.171 3.089 0.363
H -1.111 -5.115 4.847 0.425
H -3.455 -3.869 4.195 0.427
H -2.888 -2.241 2.086 0.375
H 2.778 1.381 -0.143 0.372
H 2.871 2.292 -2.735 0.415
H 0.280 2.752 -3.469 0.382
H -1.251 2.112 -1.308 0.534
H -0.947 3.872 0.556 0.422
H -1.386 5.577 2.648 0.409
H -0.391 4.331 4.866 0.447
H 0.605 1.922 4.002 0.336
C 3.377 0.715 5.577 -1.115
Si 3.650 1.276 3.809 0.134
C 3.495 3.135 3.731 -1.022
C 5.390 0.822 3.295 -1.092
H 2.349 0.962 5.887 0.267
H 4.096 1.232 6.234 0.346
H 3.529 -0.372 5.645 0.267
H 4.290 3.575 4.349 0.393
H 3.607 3.471 2.688 0.211
H 2.521 3.462 4.121 0.223
H 6.099 1.363 3.942 0.309
H 5.546 -0.260 3.407 0.307
H 5.549 1.115 2.246 0.240

=====

Quick rundown of highest occupied orbital energy, same order as above: -7.783, -5.217 eV